No. 1
This record from OMol25 describes a single C18H23NO3 molecule. The level of theory is wB97M-V/def2-TZVPD.

```
45
Properties=species:S:1:pos:R:3:mulliken_charge:R:1
C -1.65 -3.64 0.15 -1.2710
N -1.25 -2.26 -0.03 0.4977
C -1.86 -1.64 -1.19 -0.7752
C -3.27 -1.14 -0.84 -0.8245
O -3.27 -0.25 0.24 -0.4904
C -2.86 1.04 0.07 0.5480
C -2.59 1.65 -1.15 -0.3269
C -2.19 2.98 -1.19 -0.6787
C -2.06 3.71 -0.02 -0.5323
C -2.33 3.11 1.20 -0.5732
C -2.73 1.79 1.25 -0.0017
C 0.19 -2.05 0.11 -1.4135
C 0.46 -0.90 1.12 0.5488
O -0.55 -0.83 2.08 -0.7260
C 0.61 0.46 0.40 -0.1059
O 1.59 0.44 -0.61 -0.4748
C 2.91 0.49 -0.28 0.8001
C 3.80 0.36 -1.35 -0.4716
C 5.16 0.41 -1.14 -0.4418
C 5.67 0.60 0.14 -0.5212
C 4.79 0.73 1.20 -0.7346
C 3.42 0.67 1.00 -0.2602
H -1.27 -4.30 -0.65 0.3763
H -1.28 -4.00 1.11 0.3944
H -2.74 -3.70 0.16 0.2752
H -1.25 -0.79 -1.50 0.3509
H -1.93 -2.34 -2.04 0.4375
H -3.74 -0.70 -1.73 0.3439
H -3.89 -1.97 -0.51 0.4278
H -2.68 1.11 -2.08 0.3149
H -1.98 3.44 -2.14 0.3783
H -1.74 4.74 -0.06 0.4102
H -2.23 3.67 2.11 0.3579
H -2.94 1.30 2.18 0.3789
H 0.68 -1.82 -0.84 0.5080
H 0.64 -2.97 0.50 0.4982
H 1.39 -1.12 1.65 0.5959
H -1.38 -1.03 1.63 0.3604
H 0.80 1.24 1.14 0.3531
H -0.32 0.71 -0.11 -0.3654
H 3.39 0.22 -2.34 0.3911
H 5.84 0.31 -1.98 0.3734
H 6.73 0.64 0.31 0.3819
H 5.17 0.87 2.20 0.3631
H 2.76 0.78 1.85 0.3230
```

Summary:
- Energy above the lowest of the compared OMol25 structures with the same formula, charge and spin: 2.744 eV
- SMILES string: CN(CCOc1ccccc1)C[C@H](O)COc1ccccc1
- Net charge: 0
- 2S+1: 1

No. 2
This record from OMol25 describes 2 unconnected molecules or ions with the total composition C6H14N2O2 in a non-equilibrium geometry. The level of theory is wB97M-V/def2-TZVPD.

```
24
Properties=species:S:1:pos:R:3:mulliken_charge:R:1
C 0.09 1.21 1.96 -0.7231
N 0.66 1.93 0.87 -0.2184
C 1.72 1.39 0.16 0.8269
C 2.39 2.09 -0.92 -1.0930
O 1.86 0.16 0.30 -0.7051
H 0.70 0.23 1.84 0.1589
H 0.19 1.63 2.98 0.3138
H -0.90 0.98 1.70 0.3108
H 0.60 2.97 1.04 0.2617
H 1.67 2.74 -1.44 0.3199
H 3.37 2.58 -0.69 0.2954
H 2.71 1.35 -1.69 0.2964
C -1.24 -1.73 1.36 -1.0348
N -0.63 -1.52 -0.06 -0.2084
C -1.67 -1.65 -0.97 0.6019
C -1.31 -1.53 -2.41 -0.8946
O -2.76 -2.03 -0.60 -0.6072
H -1.23 -2.84 1.56 0.3010
H -0.41 -1.49 1.93 0.5515
H -2.24 -1.23 1.52 0.2157
H 0.08 -0.68 -0.14 0.2616
H -1.39 -2.60 -2.85 0.2349
H -2.01 -0.79 -2.82 0.2842
H -0.27 -1.16 -2.65 0.2499
```

Summary:
- Energy above the lowest of the compared OMol25 structures with the same formula, charge and spin: 2.302 eV
- SMILES string: CNC(C)=O.CNC(C)=O
- Net charge: 0
- 2S+1: 1

No. 3
This record from OMol25 describes a single C12H8Cl2N4O molecule in a non-equilibrium geometry. The level of theory is wB97M-V/def2-TZVPD.

```
27
Properties=species:S:1:pos:R:3:mulliken_charge:R:1
N 0.97 4.22 3.89 -0.4047
C 1.14 4.51 2.77 0.2359
C 1.36 4.85 1.37 -0.3726
C 0.81 3.73 0.42 0.4892
O 0.61 4.07 -0.76 -0.6575
N 0.63 2.41 0.82 -0.1248
C 0.26 1.39 -0.01 0.1366
N -0.03 0.23 0.50 -0.5820
C -0.24 -0.59 -0.60 0.3571
C -0.51 -2.04 -0.57 0.6941
C -0.86 -2.78 -1.71 -0.4361
C -1.13 -4.17 -1.63 -0.7704
C -1.00 -4.84 -0.42 0.2917
Cl -1.28 -6.58 -0.36 -0.1964
C -0.62 -4.13 0.73 0.1095
Cl -0.48 -4.98 2.23 -0.1984
C -0.41 -2.76 0.64 -0.3043
C -0.25 0.13 -1.78 -0.7937
N 0.13 1.41 -1.36 -0.0581
H 0.89 5.80 1.17 0.3364
H 2.43 4.96 1.17 0.2532
H 0.60 2.20 1.80 0.3034
H -0.92 -2.27 -2.70 0.1696
H -1.41 -4.68 -2.54 0.4118
H -0.26 -2.16 1.56 0.4198
H -0.54 -0.24 -2.74 0.4150
H 0.08 2.29 -1.90 0.2757
```

Summary:
- SMILES string: N#CCC(=O)Nc1nc(-c2ccc(Cl)c(Cl)c2)c[nH]1
- Net charge: 0
- 2S+1: 1
- E: -1676.7596 Ha

No. 4
This record from OMol25 describes 2 unconnected molecules or ions with the total composition C5H12N2 in a non-equilibrium geometry. The level of theory is wB97M-V/def2-TZVPD.

```
19
Properties=species:S:1:pos:R:3:mulliken_charge:R:1
C -0.50 -0.45 -0.84 -1.0856
C 0.42 -1.44 -0.88 0.8084
C 0.16 -2.81 -0.28 -1.1165
N 1.77 -1.21 -1.33 -0.5707
H -0.27 0.59 -1.15 0.3680
H -1.47 -0.63 -0.36 0.1691
H 0.68 -2.89 0.69 0.2407
H 0.55 -3.59 -0.94 0.3206
H -0.88 -3.05 -0.15 0.3453
H 1.88 -1.95 -2.03 0.2576
H 1.85 -0.29 -1.76 0.2577
C -1.81 1.96 1.41 -0.2682
N -0.55 1.62 1.71 -0.3217
C 0.50 2.30 0.98 -0.6090
H -2.63 1.54 1.95 0.3105
H -2.03 2.82 0.70 0.1998
H 1.15 2.86 1.67 0.2666
H 0.01 3.02 0.27 0.2832
H 1.16 1.61 0.38 0.1444
```

Summary:
- Energy above the lowest of the compared OMol25 structures with the same formula, charge and spin: 2.225 eV
- SMILES string: C=C(C)N.C=NC
- Net charge: 0
- 2S+1: 1

No. 5
This record from OMol25 describes a molecular structure, C31H41N5NaP2Se2Te2 in a non-equilibrium geometry. The level of theory is wB97M-V/def2-TZVPD.

```
84
Properties=species:S:1:pos:R:3:mulliken_charge:R:1
Na -1.32 2.39 1.02 0.6523
N 0.02 3.03 -1.61 -0.2011
C 1.44 3.24 -1.73 -0.8867
C 2.12 2.67 -0.49 0.1726
N 1.54 3.11 0.80 1.3818
C 1.58 4.56 1.01 -0.8757
C 0.49 5.38 0.35 -1.0927
N -0.81 4.81 0.76 0.0133
C 2.16 2.28 1.85 -0.3785
C 1.35 2.25 3.16 -0.7591
N 0.08 1.52 2.92 -0.1419
H -0.48 3.38 -2.41 0.2319
H -0.31 3.55 -0.81 -0.0078
H 1.77 4.27 -1.91 0.2440
H 1.82 2.70 -2.60 0.5496
H 3.18 2.95 -0.59 0.1838
H 2.07 1.58 -0.55 -0.7965
H 2.55 4.97 0.69 0.1312
H 1.48 4.71 2.08 0.4533
H 0.55 5.36 -0.74 0.4259
H 0.67 6.43 0.66 0.4234
H -1.56 5.39 0.43 0.1316
H -0.85 4.92 1.78 -0.2736
H 3.18 2.64 2.03 0.3259
H 2.25 1.23 1.45 -0.0612
H 1.13 3.25 3.53 0.3629
H 1.96 1.74 3.94 0.4168
H -0.51 1.47 3.74 0.2097
H 0.25 0.56 2.68 -0.1148
Se -3.98 2.03 0.15 -0.4681
Te -4.25 3.78 1.98 -0.2045
Te -2.52 3.61 4.12 -0.2244
Se -0.80 5.42 3.92 -0.7241
C -0.39 -3.33 -1.22 -1.1802
N -0.30 -2.06 -0.51 0.1140
P 1.19 -1.35 -0.12 0.6376
C 2.20 -2.75 0.55 0.6096
C 3.14 -3.48 -0.15 -0.2508
C 3.92 -4.45 0.52 -0.7133
C 3.72 -4.68 1.87 -0.5398
C 2.74 -3.95 2.57 -0.7182
C 1.98 -3.00 1.89 -0.4257
C 1.97 -1.10 -1.72 0.5796
C 1.21 -0.94 -2.87 -0.5582
C 1.82 -0.39 -3.99 -0.6632
C 3.16 0.00 -3.99 -0.6186
C 3.91 -0.13 -2.83 -0.7240
C 3.29 -0.67 -1.71 -0.4242
P -1.63 -1.02 -0.05 0.7289
C -2.49 -2.09 1.16 0.3612
C -1.97 -3.27 1.68 -0.1485
C -2.75 -4.03 2.54 -0.6828
C -4.03 -3.62 2.89 -0.5360
C -4.51 -2.39 2.47 -0.6249
C -3.75 -1.64 1.60 -0.4372
C -2.71 -1.16 -1.52 0.0623
C -3.62 -2.19 -1.72 -0.2593
C -4.40 -2.16 -2.86 -0.5735
C -4.28 -1.12 -3.77 -0.5990
C -3.42 -0.07 -3.53 -0.7371
C -2.60 -0.09 -2.41 -0.1619
H 0.57 -3.65 -1.63 0.4338
H -1.06 -3.28 -2.07 0.3985
H -0.69 -4.15 -0.54 0.2449
H 3.31 -3.28 -1.18 0.4328
H 4.70 -4.96 -0.04 0.3914
H 4.33 -5.40 2.37 0.3879
H 2.58 -4.15 3.61 0.4525
H 1.30 -2.40 2.49 0.3029
H 0.16 -1.19 -2.90 0.1329
H 1.26 -0.25 -4.91 0.4177
H 3.63 0.39 -4.89 0.3710
H 4.97 0.13 -2.80 0.3932
H 3.86 -0.77 -0.81 0.4490
H -0.93 -3.57 1.43 0.0263
H -2.35 -4.95 2.97 0.4158
H -4.58 -4.24 3.55 0.3957
H -5.52 -2.07 2.76 0.4114
H -4.10 -0.66 1.25 0.1811
H -3.71 -3.05 -1.06 0.3921
H -5.11 -2.94 -2.99 0.4620
H -4.95 -1.08 -4.62 0.3398
H -3.35 0.77 -4.21 0.3968
H -1.97 0.74 -2.16 0.5547
```

Summary:
- Net charge: -1
- 2S+1: 1
- E: -7663.7447 Ha

No. 6
This record from OMol25 describes a single C4H8OSi molecule in a non-equilibrium geometry. The level of theory is wB97M-V/def2-TZVPD.

```
14
Properties=species:S:1:pos:R:3:mulliken_charge:R:1
O -1.49 -2.26 -0.60 -0.4124
Si -1.91 -0.99 0.32 0.4083
C -0.15 0.19 0.11 -0.1202
C 0.53 0.40 -1.03 -0.5363
C 1.74 0.99 -0.33 -0.4223
C 0.94 0.82 0.98 -0.4449
H -1.57 -1.88 -1.48 0.3009
H -1.80 -1.61 1.68 -0.1078
H -3.18 -0.41 -0.14 -0.0933
H 0.24 0.23 -2.01 0.4229
H 2.56 0.32 -0.23 0.1810
H 2.15 2.02 -0.34 0.2609
H 0.57 1.81 1.27 0.1732
H 1.36 0.37 1.80 0.3899
```

Summary:
- Energy above the lowest of the compared OMol25 structures with the same formula, charge and spin: 1.788 eV
- SMILES string: O[SiH2]C1=CCC1
- Net charge: 0
- 2S+1: 1

No. 7
This record from OMol25 describes a single C4H6N2O molecule in a non-equilibrium geometry. The level of theory is wB97M-V/def2-TZVPD.

```
13
Properties=species:S:1:pos:R:3:mulliken_charge:R:1
C 1.93 -0.04 -0.27 -1.0434
C 0.60 0.00 -0.01 0.6788
C -0.22 -1.24 0.28 -0.4944
O -1.44 -1.24 -0.40 -0.2419
N -2.21 -0.05 -0.20 -0.4412
C -1.53 1.01 -0.01 -0.0229
N -0.18 1.11 0.00 -0.1578
H 2.44 -1.03 -0.17 0.2182
H 2.50 0.83 -0.58 0.2724
H -0.42 -1.29 1.34 0.2516
H 0.34 -2.09 -0.08 0.3671
H -2.04 1.97 0.12 0.3631
H 0.25 2.05 -0.03 0.2505
```

Summary:
- Energy above the lowest of the compared OMol25 structures with the same formula, charge and spin: 3.075 eV
- SMILES string: C=C1CON=CN1
- Net charge: 0
- 2S+1: 1

No. 8
This record from OMol25 describes a molecular structure, C33H29Br2IrN2O4P2 in a non-equilibrium geometry. The level of theory is wB97M-V/def2-TZVPD.

```
73
Properties=species:S:1:pos:R:3:mulliken_charge:R:1
Ir -1.46 -1.19 -1.52 1.8824
C 0.89 0.20 2.07 -1.1131
N 0.12 -0.48 1.02 0.8143
P -1.59 -0.39 1.03 0.1539
C -2.10 -0.26 2.78 0.4591
C -2.76 0.87 3.24 -0.5286
C -3.19 0.92 4.56 -0.6442
C -2.97 -0.16 5.40 -0.5879
C -2.31 -1.29 4.93 -0.7609
C -1.89 -1.36 3.61 -0.3536
C -2.15 -2.11 0.56 0.2166
C -1.33 -3.26 0.58 0.0695
C -1.90 -4.51 0.53 -1.0467
C -3.28 -4.65 0.45 -0.5985
C -4.10 -3.53 0.44 -0.7892
C -3.55 -2.26 0.49 -0.6706
P 0.83 -1.07 -0.46 -0.0062
C 2.17 -2.13 0.17 0.7144
C 2.16 -2.70 1.45 0.0326
C 3.24 -3.45 1.88 -0.8304
C 4.33 -3.65 1.04 -0.6814
C 4.32 -3.14 -0.24 -0.7735
C 3.24 -2.40 -0.69 -0.9604
C 1.81 0.25 -1.27 0.3155
C 2.98 0.77 -0.76 -0.1956
C 3.68 1.77 -1.42 -0.4722
C 3.15 2.36 -2.60 -0.7615
C 2.01 1.90 -3.16 -0.5816
C 1.32 0.69 -2.62 -0.0624
H 0.51 -0.09 3.05 0.3645
H 0.84 1.28 1.98 0.1561
H 1.94 -0.10 2.00 0.4890
H -2.95 1.71 2.59 0.4486
H -3.70 1.80 4.93 0.4599
H -3.32 -0.13 6.42 0.4418
H -2.13 -2.13 5.58 0.4498
H -1.40 -2.25 3.24 0.3954
H -0.25 -3.17 0.69 0.3919
H -1.27 -5.39 0.57 0.5120
H -3.72 -5.64 0.40 0.4750
H -5.17 -3.64 0.39 0.5132
H -4.19 -1.39 0.49 0.6370
H 1.33 -2.54 2.13 0.3594
H 3.23 -3.88 2.87 0.4816
H 5.18 -4.22 1.39 0.4457
H 5.15 -3.31 -0.91 0.4670
H 3.23 -2.00 -1.69 0.5065
H 3.36 0.40 0.19 0.5328
H 4.61 2.13 -1.02 0.5449
H 3.67 3.20 -3.04 0.5542
H 1.60 2.33 -4.05 0.6061
H 1.45 -0.14 -3.35 0.5157
Br -1.25 -1.91 -4.21 -0.0528
C -3.09 -1.39 -4.57 -0.5814
Br -3.93 -1.15 -2.84 0.0586
H -3.60 -2.18 -5.12 0.4448
H -3.09 -0.45 -5.11 0.3881
O -1.81 1.26 -1.33 -0.5517
C -0.79 1.68 -1.84 0.3449
O -0.13 0.78 -2.58 -0.4792
C -0.25 3.05 -1.67 -0.1264
C -0.61 4.08 -2.54 -0.2017
C -0.06 5.34 -2.38 -0.6440
C 0.87 5.56 -1.38 -0.0491
C 1.20 4.56 -0.47 -0.6639
C 0.62 3.31 -0.60 0.0013
N 1.55 6.87 -1.27 0.9898
O 2.54 6.87 -0.61 -0.5591
O 1.04 7.77 -1.88 -0.5478
H -1.32 3.90 -3.33 0.5930
H -0.34 6.15 -3.04 0.5466
H 1.91 4.77 0.32 0.5697
H 0.85 2.54 0.11 0.5323
```

Summary:
- Energy above the lowest of the compared OMol25 structures with the same formula, charge and spin: 4.915 eV
- Net charge: +3
- 2S+1: 2